2 unconnected molecules or ions with the total composition C3H7NO2, computed with ωB97M-V/def2-TZVPD.

The geometry in XYZ format:
```
13
Properties=species:S:1:pos:R:3:forces:R:3:mulliken_charge:R:1
H -1.381 -0.628 -0.179 0.0 0.0 -0.1 0.300
N -1.636 0.269 -0.593 0.4 0.1 -0.2 -0.659
C -0.675 0.894 -1.122 -0.3 0.0 0.1 0.211
O 0.637 0.558 -1.237 -0.1 0.0 0.0 -0.361
C 1.014 -0.709 -0.732 0.0 -0.2 0.0 -0.582
C 0.991 -0.751 0.788 -0.1 -0.3 0.1 0.071
O 0.710 -1.744 1.409 0.2 0.5 -0.3 -0.464
H -0.833 1.867 -1.585 0.0 -0.1 0.1 0.373
H 2.044 -0.861 -1.069 -0.1 0.0 0.1 0.301
H 0.391 -1.518 -1.134 0.1 0.1 0.0 0.415
H 1.277 0.200 1.285 -0.1 -0.1 0.0 0.390
H -1.073 1.242 2.400 0.0 0.0 0.0 0.093
H -1.466 1.181 1.770 0.0 0.0 0.1 -0.088
```
Forces are in eV/Å.

Output
**Calculated total energy**: -8807.5442 eV
**SMILES**: [H]/N=C\OCC=O.[H][H]
**HOMO-LUMO gap**: 11.010 eV
**Total charge**: 0

***

2 unconnected molecules or ions with the total composition CH3IN2, computed with ωB97M-V/def2-TZVPD.

The geometry in XYZ format:
```
7
Properties=species:S:1:pos:R:3:forces:R:3:mulliken_charge:R:1
C 0.151 -0.871 0.633 1.7 -1.3 -0.3 -0.141
N -0.728 -1.645 -0.172 -2.3 -1.1 -0.3 -0.142
N -0.465 -2.234 0.858 0.5 0.6 -0.7 -0.189
H 1.124 -0.970 0.090 -0.4 1.2 1.6 0.197
H -0.268 -0.136 1.294 0.4 0.7 -0.3 0.275
I -0.682 3.077 -1.438 -0.3 0.0 0.0 -0.091
H 0.868 2.778 -1.266 0.3 -0.1 0.0 0.090
```
Forces are in eV/Å.

Output
**Calculated total energy**: -12163.5290 eV
**SMILES**: C1N=N1.I
**HOMO-LUMO gap**: 10.695 eV
**Total charge**: 0

***

A molecular structure, C5H11NO, computed with ωB97M-V/def2-TZVPD.

The geometry in XYZ format:
```
18
Properties=species:S:1:pos:R:3:forces:R:3:mulliken_charge:R:1
C -0.799 1.550 -0.324 0.2 -0.9 -0.1 -0.602
C 2.480 -0.027 0.175 0.0 0.0 0.1 -1.230
C -0.960 -1.647 0.094 -0.1 0.2 -0.2 -1.207
C 0.998 0.082 0.052 -0.5 0.4 -0.7 0.699
N -1.866 1.263 0.573 0.1 0.1 0.1 -0.422
C 0.153 -0.851 -0.600 0.3 -0.4 0.5 -0.270
O 0.525 1.297 0.232 0.0 -0.3 0.2 -0.328
H -2.199 2.061 1.099 -0.1 -0.1 -0.1 0.191
H -2.633 0.755 0.161 0.1 0.1 0.0 0.228
H -0.739 2.607 -0.587 0.0 -0.1 -0.1 0.194
H -0.579 0.208 -1.090 -0.1 0.9 0.1 0.452
H 0.749 -1.537 -1.208 0.0 0.0 0.0 0.297
H 2.951 0.951 0.075 0.0 0.0 0.0 0.356
H 2.754 -0.439 1.151 0.0 0.0 -0.1 0.252
H 2.873 -0.709 -0.582 -0.1 0.0 0.0 0.355
H -0.544 -2.543 0.559 0.0 0.1 0.0 0.350
H -1.456 -1.048 0.853 0.0 -0.1 0.0 0.400
H -1.707 -1.972 -0.635 0.0 0.0 0.0 0.281
```
Forces are in eV/Å.

Output
**Calculated total energy**: -8897.3814 eV
**HOMO-LUMO gap**: 8.226 eV
**Total charge**: 0

***

A single C27H44O molecule, computed with ωB97M-V/def2-TZVPD.

The geometry in XYZ format:
```
72
Properties=species:S:1:pos:R:3:forces:R:3:mulliken_charge:R:1
C 5.907 0.523 1.901 0.0 0.0 0.0 -1.406
C 5.069 1.274 1.188 0.3 0.1 0.4 0.782
C 5.135 2.776 1.203 0.2 0.1 0.0 -0.740
C 5.524 3.306 -0.185 -0.1 0.0 -0.1 -0.789
C 4.955 2.431 -1.317 -0.3 0.4 0.0 -0.282
O 5.924 1.531 -1.812 0.2 -0.4 -0.1 -0.577
C 3.702 1.676 -0.852 0.2 0.0 -0.3 -0.773
C 4.047 0.746 0.282 -0.5 -0.5 -0.1 0.510
C 3.460 -0.449 0.496 0.4 0.4 0.2 -1.112
C 2.446 -1.055 -0.322 -0.4 -0.3 -0.3 -0.182
C 1.792 -2.194 -0.042 0.3 0.3 0.0 0.383
C 2.035 -2.959 1.233 0.1 -0.1 0.1 -1.025
C 0.827 -3.816 1.605 -0.1 0.1 0.1 -1.377
C -0.445 -3.065 1.223 0.0 -0.2 0.0 -1.001
C -0.609 -3.034 -0.302 -0.1 -0.3 0.1 1.303
C -1.201 -4.375 -0.758 0.2 0.1 0.1 -1.569
C -1.498 -1.881 -0.893 0.1 0.4 0.2 -0.362
C -2.334 -1.038 0.088 -0.2 -0.1 -0.4 1.163
C -3.488 -1.866 0.656 0.3 0.1 0.1 -2.051
C -2.893 0.210 -0.614 0.1 0.0 0.5 -1.160
C -3.728 1.107 0.300 0.0 0.1 -0.5 -0.636
C -4.077 2.425 -0.390 0.0 0.0 0.5 -0.900
C -4.831 3.413 0.507 -0.1 0.1 -0.3 0.812
C -4.920 4.775 -0.180 0.1 -0.2 0.2 -1.606
C -6.233 2.914 0.848 0.3 0.0 0.1 -1.463
C -0.540 -1.050 -1.759 -0.1 -0.2 -0.2 -1.213
C 0.483 -2.069 -2.238 0.1 0.1 0.1 -1.712
C 0.795 -2.848 -0.965 0.0 0.0 -0.3 0.282
H 5.898 -0.552 1.857 0.0 -0.2 -0.1 0.340
H 6.639 0.966 2.555 0.1 0.2 0.1 0.320
H 4.150 3.164 1.476 0.0 0.0 0.0 0.273
H 5.851 3.122 1.949 -0.1 0.0 0.0 0.427
H 5.174 4.333 -0.295 0.0 0.0 0.0 0.336
H 6.611 3.313 -0.289 0.0 0.0 0.0 0.320
H 4.707 3.059 -2.180 0.0 -0.1 0.2 0.506
H 6.125 0.898 -1.111 0.1 0.0 0.0 0.408
H 3.299 1.120 -1.699 0.0 0.1 0.0 0.270
H 2.945 2.399 -0.534 -0.1 0.0 0.0 0.374
H 3.776 -1.001 1.369 0.0 0.0 0.2 0.342
H 2.223 -0.534 -1.238 -0.1 0.0 -0.2 -0.055
H 2.926 -3.587 1.121 0.1 0.0 0.0 0.357
H 2.229 -2.257 2.045 0.1 0.0 0.0 0.372
H 0.865 -4.779 1.094 0.0 -0.1 0.0 0.335
H 0.836 -4.018 2.678 0.0 -0.1 0.0 0.534
H -0.365 -2.054 1.623 -0.1 0.1 0.1 0.258
H -1.307 -3.546 1.687 -0.1 0.1 0.0 0.579
H -2.228 -4.474 -0.413 -0.1 0.0 0.0 0.381
H -1.200 -4.448 -1.843 0.0 0.0 -0.1 0.397
H -0.632 -5.214 -0.363 0.1 -0.1 0.0 0.425
H -2.216 -2.353 -1.573 0.0 0.0 0.0 0.308
H -1.699 -0.691 0.909 0.1 0.0 0.0 0.249
H -3.965 -1.348 1.483 -0.1 0.0 0.1 0.432
H -3.143 -2.827 1.022 0.0 -0.1 0.1 0.461
H -4.233 -2.044 -0.117 -0.1 0.0 -0.1 0.346
H -3.502 -0.099 -1.467 0.0 0.0 -0.1 0.366
H -2.065 0.808 -0.997 0.0 0.0 -0.1 0.392
H -3.164 1.318 1.212 0.0 0.0 0.1 0.322
H -4.647 0.595 0.582 0.0 0.0 0.1 0.395
H -3.150 2.899 -0.723 0.0 0.0 -0.1 0.383
H -4.677 2.219 -1.279 0.0 0.0 -0.1 0.329
H -4.267 3.532 1.440 0.0 0.0 0.0 0.274
H -5.467 4.690 -1.117 -0.1 0.0 -0.1 0.334
H -3.927 5.163 -0.397 0.1 0.1 -0.1 0.387
H -5.436 5.491 0.454 -0.1 0.1 0.0 0.440
H -6.195 1.989 1.416 -0.1 -0.1 0.1 0.349
H -6.804 2.739 -0.062 -0.1 0.0 -0.1 0.305
H -6.762 3.654 1.446 -0.1 0.0 0.1 0.425
H -1.051 -0.561 -2.586 0.0 0.1 0.0 0.586
H -0.048 -0.293 -1.147 0.0 0.1 0.0 0.561
H 1.360 -1.626 -2.705 0.0 0.0 -0.1 0.545
H 0.022 -2.735 -2.970 0.0 0.0 0.0 0.487
H 1.207 -3.834 -1.208 0.0 -0.1 0.0 0.531
```
Forces are in eV/Å.

Output
**Calculated total energy**: -30760.5316 eV
**SMILES**: C=C1CC[C@@H](O)C/C1=C\C=C1/CCC[C@@]2(C)[C@@H]([C@H](C)CCCC(C)C)CC[C@@H]12
**HOMO-LUMO gap**: 8.193 eV
**Total charge**: 0

***

A molecular structure, C14H12N4O7Tl, computed with ωB97M-V/def2-TZVPD.

The geometry in XYZ format:
```
38
Properties=species:S:1:pos:R:3:forces:R:3:mulliken_charge:R:1
C 0.061 -1.655 -3.808 0.1 -0.6 0.6 -0.285
C -1.254 -1.669 -3.257 0.6 -0.5 0.6 -0.692
C -1.169 -2.163 -1.921 -0.2 0.4 -0.8 -0.417
C 0.200 -2.477 -1.654 0.1 1.0 0.0 -0.651
C 0.960 -2.167 -2.827 -0.6 0.4 -0.6 -0.703
Tl 0.279 0.337 -1.270 -1.0 -0.3 -2.6 1.149
C -0.794 1.989 -2.991 -0.5 -1.4 2.0 -1.017
C 0.532 2.134 -3.538 3.4 -0.5 -0.3 0.820
C 0.817 2.822 -4.697 -0.7 -0.7 1.1 -1.160
N 1.572 1.489 -2.746 -1.1 1.0 -0.6 -0.430
H -1.996 -2.319 -1.232 0.2 0.1 -0.2 0.423
H -2.168 -1.390 -3.780 0.3 0.0 0.2 0.446
H 0.576 -2.929 -0.739 -0.1 0.1 -0.2 0.465
H 2.031 -2.322 -2.958 -0.3 0.1 0.1 0.369
H 0.328 -1.338 -4.816 0.0 0.0 0.4 0.387
H -1.548 1.411 -3.531 0.2 0.5 0.1 0.278
H 2.542 1.552 -3.074 -0.6 0.1 -0.1 0.043
H -1.120 2.681 -2.206 -0.1 0.0 -0.6 0.358
H 0.011 3.297 -5.246 0.2 0.0 0.0 0.276
H 1.835 2.899 -5.051 0.0 0.0 -0.1 0.265
O -0.112 -0.391 6.978 0.8 1.1 -1.4 -0.626
N 0.435 0.365 6.149 0.4 0.2 1.8 0.994
O 1.193 1.301 6.480 -1.2 -1.5 -0.6 -0.627
C 0.178 0.151 4.743 0.1 0.1 -0.7 -0.414
C -0.681 -0.884 4.340 -0.1 0.0 -0.4 -0.156
C -0.937 -1.076 2.989 0.6 0.5 0.6 -0.713
C -0.278 -0.276 1.978 0.1 -0.5 -1.9 1.191
O -0.285 -0.674 0.769 0.3 1.0 1.6 -0.555
C 0.474 0.878 2.455 -0.1 -0.5 0.8 -0.320
C 0.780 1.006 3.806 -0.5 0.0 -0.1 -0.337
N 0.988 1.898 1.569 0.3 1.8 -1.3 0.883
O 1.955 2.577 1.947 -1.5 -1.2 -0.6 -0.573
O 0.380 2.158 0.471 1.3 -0.8 2.8 -0.611
N -1.791 -2.186 2.580 -1.4 -1.6 -0.5 0.897
O -2.111 -3.006 3.473 0.6 1.3 -1.3 -0.627
O -2.193 -2.282 1.407 0.8 0.4 2.4 -0.496
H -1.137 -1.540 5.078 0.1 0.2 -0.2 0.578
H 1.450 1.798 4.131 -0.3 -0.2 0.0 0.589
```
Forces are in eV/Å.

Output
**Calculated total energy**: -39687.6454 eV
**HOMO-LUMO gap**: 4.990 eV
**Total charge**: -1

***

3 unconnected molecules or ions with the total composition C15H37NO4S, computed with ωB97M-V/def2-TZVPD.

The geometry in XYZ format:
```
58
Properties=species:S:1:pos:R:3:forces:R:3:mulliken_charge:R:1
C -3.980 0.424 2.690 0.6 -0.8 -0.4 -1.102
C -3.990 -0.673 1.563 -0.4 0.9 0.6 0.037
C -5.158 -0.410 0.557 0.8 -0.4 -0.3 -0.732
C -4.702 -0.222 -0.913 -1.5 -0.5 0.3 -0.291
O -3.794 -1.278 -1.236 0.6 0.7 -0.2 -0.391
C -2.591 -0.810 -1.739 1.6 -0.7 0.0 -0.183
S -1.490 -2.314 -1.762 0.0 -0.6 0.0 -0.297
O -1.958 0.155 -0.932 -0.7 0.2 -0.9 -0.160
C -1.783 1.390 -1.614 0.6 1.5 0.6 -0.345
C -0.756 2.228 -0.804 0.0 -0.4 0.0 -0.357
N 0.589 2.018 -1.345 -0.3 -0.3 0.4 -0.582
H -4.971 0.890 2.791 0.4 -0.1 0.2 0.325
H -3.217 1.187 2.460 -0.5 -0.1 0.0 0.213
H -3.666 -0.045 3.635 -0.3 0.3 -0.1 0.311
H -2.998 -0.670 1.094 -0.5 -0.1 -0.1 0.020
H -4.131 -1.670 2.010 0.1 0.4 -0.1 0.355
H -5.755 0.464 0.856 0.1 -0.3 -0.1 0.427
H -5.810 -1.300 0.591 0.1 0.5 -0.2 0.255
H -5.600 -0.376 -1.546 0.4 0.2 0.1 0.361
H -4.332 0.785 -1.146 0.2 -0.4 0.3 0.076
H -2.652 -0.479 -2.791 -0.3 0.2 0.5 0.534
H -0.203 -1.843 -1.723 -1.0 0.5 0.0 0.108
H -2.717 1.981 -1.670 0.1 -0.5 -0.1 0.178
H -1.377 1.259 -2.631 -0.2 -0.2 0.3 0.303
H -0.771 1.831 0.225 0.0 0.2 -0.3 0.134
H -1.039 3.297 -0.732 -0.1 -0.4 -0.2 0.377
H 1.285 2.318 -0.675 0.2 0.1 -0.2 0.187
H 0.715 2.488 -2.230 0.1 0.2 0.1 0.212
C 4.313 4.778 3.037 0.0 -0.1 0.1 -1.068
C 3.518 4.349 1.816 0.1 0.1 0.1 -0.319
O 2.841 3.114 1.980 0.0 -0.2 -0.2 -0.413
C 1.886 3.060 3.028 0.0 0.0 0.1 -0.399
C 0.760 4.067 2.878 0.0 0.1 -0.1 -0.926
H 5.043 4.011 3.304 0.0 0.0 0.0 0.291
H 4.841 5.711 2.836 0.0 0.0 0.0 0.389
H 3.673 4.939 3.906 0.0 0.1 0.0 0.266
H 4.202 4.209 0.978 -0.1 -0.1 0.0 0.339
H 2.813 5.131 1.514 0.0 0.0 0.1 0.308
H 2.381 3.166 3.999 0.0 0.1 0.0 0.326
H 1.469 2.052 3.003 0.1 0.0 -0.1 0.354
H 1.122 5.096 2.901 0.0 0.0 0.1 0.317
H 0.035 3.950 3.685 0.0 0.0 0.0 0.393
H 0.248 3.921 1.924 0.0 0.0 0.0 0.159
C 3.354 -3.785 -0.953 -0.1 -0.1 0.1 -0.972
C 3.651 -4.189 -2.388 0.0 0.1 0.1 -0.308
O 3.441 -5.566 -2.648 0.2 -0.1 -0.1 -0.425
C 2.123 -6.045 -2.437 -0.1 0.0 0.0 -0.350
C 1.078 -5.352 -3.293 0.0 0.1 0.0 -0.733
H 3.963 -4.369 -0.259 0.0 0.0 0.0 0.295
H 3.572 -2.726 -0.805 0.0 0.0 0.0 0.370
H 2.308 -3.950 -0.690 0.0 0.1 0.0 0.209
H 4.704 -3.999 -2.600 0.0 -0.1 -0.1 0.334
H 3.077 -3.578 -3.092 -0.1 0.0 0.0 0.297
H 1.864 -5.981 -1.375 -0.1 0.1 0.0 0.289
H 2.144 -7.106 -2.688 0.2 0.0 0.0 0.327
H 1.013 -4.285 -3.076 -0.1 0.0 0.1 0.023
H 0.094 -5.789 -3.116 0.0 0.0 0.0 0.375
H 1.321 -5.457 -4.352 0.0 0.0 0.0 0.282
```
Forces are in eV/Å.

Output
**Calculated total energy**: -36667.9750 eV
**SMILES**: CCCCO[C@H](S)OCCN.CCOCC.CCOCC
**HOMO-LUMO gap**: 9.755 eV
**Total charge**: 0